Entry from the OMol25 dataset: a molecular structure, C31H33N6O6RuS2 (ωB97M-V/def2-TZVPD).

Max |F| (eV Å⁻¹): 3.5
ΔE to the lowest compared entry with this formula, charge and spin (kJ/mol): 207.1
Net charge: +2
HOMO energy (spin up / spin down) (eV): -13.19 / -13.29
DFT total energy (hartree): -2871.71926
Gap between HOMO and LUMO (spin up / spin down) (eV): 5.39 / 6.44
2S+1: 2

Each line ends with the Mulliken spin population.
Positions of all 79 atoms, in Å:
Ru: -1.46 0.17 -0.31  1.08
N: -2.78 1.93 0.98  -0.02
C: -3.65 2.77 0.17  0.00
C: -2.91 3.10 -1.13  0.00
N: -2.56 1.84 -1.77  0.10
H: -3.32 1.49 1.72  0.00
H: -2.05 2.50 1.42  0.00
H: -3.94 3.70 0.69  0.00
H: -4.56 2.21 -0.07  0.00
H: -1.99 3.64 -0.90  0.00
H: -3.53 3.74 -1.77  0.01
H: -1.86 1.98 -2.49  -0.01
H: -3.39 1.40 -2.17  0.00
C: -2.54 -0.45 3.39  0.00
C: -2.91 -1.46 2.37  -0.01
N: -2.75 -1.35 1.08  -0.02
C: -3.23 -2.44 0.40  0.02
C: -3.77 -3.41 1.21  0.00
S: -3.68 -2.94 2.85  0.00
C: -3.17 -2.48 -1.04  0.00
C: -3.70 -3.46 -1.84  0.01
S: -3.44 -3.10 -3.49  0.01
C: -2.64 -1.64 -3.03  0.00
N: -2.58 -1.46 -1.74  0.04
C: -2.11 -0.73 -4.07  0.00
H: -1.66 0.10 3.07  0.00
H: -2.35 -0.94 4.34  0.00
H: -3.37 0.24 3.54  0.00
H: -4.22 -4.34 0.93  0.00
H: -4.22 -4.34 -1.55  0.00
H: -2.04 -1.26 -5.02  0.00
H: -1.12 -0.37 -3.80  0.00
H: -2.77 0.12 -4.22  0.00
C: 3.15 1.49 4.04  0.00
O: 2.55 0.39 3.38  0.00
C: 1.58 -0.31 4.00  0.00
C: 1.01 0.06 5.22  0.00
C: 0.11 -0.76 5.87  0.00
C: -0.26 -1.98 5.31  0.00
C: 0.28 -2.35 4.09  0.00
C: 1.18 -1.53 3.41  0.00
N: 1.78 -2.07 2.28  -0.01
C: 2.44 -1.50 1.29  0.00
C: 2.38 -0.15 0.88  -0.03
C: 3.51 0.41 0.25  0.01
C: 3.54 1.72 -0.14  -0.03
C: 2.40 2.52 0.00  0.03
C: 1.25 2.00 0.53  -0.04
C: 1.17 0.64 0.98  0.02
O: 0.07 0.16 1.39  -0.07
H: 4.01 1.77 3.42  0.00
H: 3.50 1.23 5.04  0.00
H: 2.46 2.34 4.09  0.00
H: 1.30 0.99 5.69  0.00
H: -0.28 -0.47 6.83  0.00
H: -0.94 -2.63 5.82  0.00
H: 0.02 -3.31 3.67  0.00
H: 1.79 -3.09 2.30  0.00
H: 3.10 -2.15 0.73  0.00
H: 4.39 -0.21 0.15  0.00
H: 4.45 2.14 -0.55  0.00
H: 2.42 3.55 -0.33  0.00
H: 0.35 2.59 0.62  0.00
O: 0.60 -0.93 -1.32  0.00
C: 0.73 0.05 -2.09  -0.04
O: -0.02 1.06 -1.98  -0.02
C: 1.73 0.09 -3.20  0.01
C: 1.40 0.86 -4.32  0.00
C: 2.26 0.96 -5.39  0.00
C: 3.49 0.30 -5.31  0.00
C: 3.84 -0.46 -4.20  0.00
C: 2.95 -0.58 -3.15  0.00
N: 4.45 0.47 -6.39  0.00
O: 4.07 1.08 -7.37  0.00
O: 5.55 0.02 -6.21  0.00
H: 0.46 1.40 -4.33  0.00
H: 2.02 1.53 -6.27  0.00
H: 4.80 -0.95 -4.20  0.00
H: 3.20 -1.16 -2.28  0.00